Entry 1:
{
  "formula": "C22H36MnO2P2",
  "method": "ωB97M-V/def2-TZVPD",
  "species": ["P", "P", "C", "C", "H", "H", "H", "H", "C", "H", "H", "H", "C", "H", "H", "H", "C", "H", "H", "H", "C", "H", "H", "H", "Mn", "C", "C", "C", "C", "C", "C", "C", "C", "C", "H", "H", "H", "H", "H", "H", "H", "H", "H", "H", "H", "H", "H", "H", "H", "O", "C", "O", "C", "C", "C", "C", "C", "C", "H", "H", "H", "H", "H"],
  "positions_angstrom": [[0.072, -1.529, -3.636], [0.053, 1.589, -3.486], [-0.299, -0.588, -5.217], [0.330, 0.778, -5.175], [-1.392, -0.574, -5.349], [0.130, -1.172, -6.034], [1.412, 0.772, -5.382], [-0.136, 1.414, -5.930], [-1.559, 2.323, -4.026], [-1.877, 3.089, -3.306], [-2.314, 1.531, -4.102], [-1.433, 2.792, -5.012], [1.148, 2.987, -3.999], [0.784, 3.396, -4.956], [2.169, 2.603, -4.141], [1.133, 3.774, -3.234], [-1.027, -2.910, -4.132], [-0.931, -3.737, -3.417], [-0.712, -3.237, -5.138], [-2.061, -2.533, -4.172], [1.674, -2.176, -4.267], [2.405, -1.361, -4.333], [1.501, -2.588, -5.271], [2.044, -2.976, -3.610], [0.046, -0.336, 1.976], [0.671, 1.402, 0.694], [-0.729, 1.359, 0.664], [-1.591, 0.755, -0.427], [-1.925, -0.760, -0.251], [-0.881, -1.571, 0.449], [0.526, -1.549, 0.227], [1.269, -0.687, -0.741], [1.629, 0.762, -0.292], [0.105, -1.868, 3.226], [1.090, 2.237, 1.272], [-1.251, 2.033, 1.367], [-1.133, 0.936, -1.423], [-2.539, 1.332, -0.423], [-2.875, -0.799, 0.305], [-2.171, -1.246, -1.214], [-1.232, -2.504, 0.896], [1.065, -2.426, 0.579], [0.709, -0.623, -1.695], [2.212, -1.212, -0.985], [2.639, 0.698, 0.156], [1.744, 1.459, -1.150], [1.039, -1.819, 3.818], [0.004, -2.852, 2.740], [-0.744, -1.697, 3.923], [-1.031, 2.473, 4.410], [-0.252, 1.515, 4.525], [0.389, 0.870, 3.599], [0.001, 0.955, 5.921], [1.160, 0.209, 6.201], [1.326, -0.422, 7.441], [0.310, -0.334, 8.407], [-0.846, 0.423, 8.149], [-0.983, 1.084, 6.918], [1.942, 0.144, 5.443], [2.244, -0.981, 7.646], [0.415, -0.870, 9.356], [-1.630, 0.513, 8.906], [-1.836, 1.728, 6.714]],
  "de_lowest_kcal_mol": 2.3,
  "homo_energy_ev": [-6.03, -8.11],
  "gap_ha": [0.2094, 0.2590],
  "spin_multiplicity": 6
}

Entry 2:
{
  "formula": "C8H7BF4N3OSV",
  "method": "ωB97M-V/def2-TZVPD",
  "species": ["V", "N", "C", "S", "N", "N", "C", "C", "C", "C", "C", "C", "C", "O", "H", "H", "H", "H", "H", "H", "H", "F", "B", "F", "F", "F"],
  "positions_angstrom": [[-0.785, -1.207, -0.429], [1.562, -2.609, -3.426], [1.012, -1.808, -2.511], [-0.716, -1.405, -2.676], [1.766, -1.295, -1.576], [1.016, -0.570, -0.667], [1.552, 0.421, -0.045], [0.794, 1.394, 0.722], [1.445, 2.435, 1.383], [0.710, 3.438, 1.982], [-0.682, 3.420, 1.912], [-1.353, 2.398, 1.259], [-0.600, 1.399, 0.694], [-1.172, 0.338, 0.028], [1.017, -2.978, -4.186], [2.544, -2.826, -3.369], [2.620, 0.561, -0.185], [2.527, 2.447, 1.419], [1.215, 4.243, 2.497], [-1.254, 4.215, 2.371], [-2.431, 2.371, 1.190], [-0.340, -2.841, -0.087], [-2.614, -2.927, 0.937], [-2.065, -2.147, 1.859], [-2.802, -4.194, 1.103], [-2.966, -2.274, -0.197]],
  "de_lowest_kcal_mol": 8.6,
  "homo_energy_ev": [-12.40, -12.54],
  "gap_ha": [0.2667, 0.2743],
  "spin_multiplicity": 2,
  "charge": 1
}

Entry 3:
{
  "formula": "C6H6F2O",
  "method": "ωB97M-V/def2-TZVPD",
  "species": ["F", "C", "C", "C", "C", "F", "C", "C", "H", "H", "H", "H", "O", "H", "H"],
  "positions_angstrom": [[2.359, 1.288, 2.000], [1.809, 0.660, 0.930], [2.550, 0.071, -0.195], [1.736, -0.542, -1.162], [0.344, -0.662, -1.050], [-0.386, -1.372, -1.977], [-0.336, -0.040, -0.016], [0.379, 0.531, 1.023], [3.647, 0.073, -0.217], [2.175, -0.970, -2.073], [-1.419, -0.164, 0.120], [-0.154, 0.668, 1.972], [-4.011, 0.484, 0.180], [-3.808, -0.329, 0.696], [-4.885, 0.304, -0.233]],
  "de_lowest_kcal_mol": 14.2,
  "homo_energy_ev": -9.06,
  "gap_ha": 0.3578
}

Entry 4:
{
  "formula": "C3H7NO2",
  "method": "ωB97M-V/def2-TZVPD",
  "species": ["C", "O", "H", "H", "H", "H", "C", "C", "N", "O", "H", "H", "H"],
  "positions_angstrom": [[1.531, -1.052, 0.600], [0.380, -0.881, -0.214], [0.060, -0.186, -1.017], [2.259, -1.660, 0.060], [1.253, -1.575, 1.518], [1.962, -0.078, 0.847], [-0.378, 1.435, -0.892], [-1.023, 0.216, 0.428], [-2.201, -0.155, 0.280], [0.329, 2.359, -0.579], [-2.465, -0.509, -0.636], [-1.086, 1.496, -1.759], [-0.620, 0.589, 1.364]],
  "de_lowest_kcal_mol": 144.2,
  "homo_energy_ev": -8.26,
  "gap_ha": 0.2997
}